# C18H18N2O4

C18H18N2O4 in the gas phase (ωB97M-V/def2-TZVPD, OMol25).

The multiplicity is 1. As for the SMILES: COC(=O)[C@]1(C)Nc2ccccc2C(=O)N1c1ccccc1OC. The energy above the lowest of the compared OMol25 structures with the same formula, charge and spin comes out at 105.5 kJ/mol. The calculation puts the highest occupied orbital energy at -0.2965 Eh. As for the calculated total energy: -30128.8950 eV.

```
42
Properties=species:S:1:pos:R:3:forces:R:3
C 3.770424 0.447054 -0.570662 0.24 -0.16 0.24
O 2.464827 0.980431 -0.755754 -0.07 0.26 -0.24
C 1.547654 0.624425 0.139126 -0.05 0.12 0.31
O 1.775516 0.005858 1.146138 0.03 -0.02 -0.13
C 0.144763 1.218713 -0.182919 0.31 0.22 -0.13
C 0.139110 2.014105 -1.485490 -0.06 -0.12 0.16
N -0.236602 2.101779 0.900369 0.08 0.24 -0.25
C -0.579688 1.548684 2.116582 -0.29 -0.28 0.32
C -0.462906 2.262501 3.305223 0.04 0.03 -0.06
C -0.872278 1.694422 4.496805 0.03 0.00 -0.06
C -1.402886 0.413053 4.524845 -0.05 -0.09 0.13
C -1.534802 -0.296392 3.346721 0.06 0.09 -0.15
C -1.133308 0.263927 2.141331 0.04 0.19 0.32
C -1.322903 -0.476991 0.884268 -0.14 -0.13 0.07
O -1.925685 -1.531905 0.803688 0.00 -0.03 0.13
N -0.820975 0.133778 -0.239639 0.00 0.00 -0.29
C -0.983873 -0.553968 -1.476829 0.07 -0.28 -0.12
C -2.162263 -0.411806 -2.192405 0.15 -0.07 -0.03
C -2.333248 -1.082195 -3.390489 -0.10 0.06 -0.03
C -1.324351 -1.892953 -3.880946 0.01 -0.05 0.00
C -0.150478 -2.051985 -3.166278 0.15 0.03 0.13
C 0.023931 -1.392107 -1.958181 -0.06 0.03 0.03
O 1.194305 -1.536358 -1.238110 -0.39 0.24 -0.52
C 1.167599 -2.634165 -0.336648 0.03 -0.35 0.31
H 4.048484 0.484314 0.484447 0.02 0.01 -0.13
H 3.786558 -0.588887 -0.912198 0.00 0.04 0.01
H 4.440604 1.056830 -1.171504 -0.04 -0.04 0.01
H 0.813106 2.862219 -1.400657 0.07 0.05 0.01
H 0.465637 1.395585 -2.315452 0.05 0.05 -0.06
H -0.868501 2.374856 -1.677672 -0.07 -0.01 0.03
H 0.304504 2.953693 0.949033 -0.02 -0.10 -0.03
H -0.044148 3.259002 3.288326 0.04 0.10 0.00
H -0.768452 2.255054 5.414442 0.01 0.05 0.06
H -1.712119 -0.024813 5.461371 -0.03 -0.04 0.07
H -1.952470 -1.291533 3.330415 -0.04 -0.08 -0.02
H -2.942645 0.217675 -1.793193 -0.05 0.08 0.07
H -3.255034 -0.971453 -3.940908 -0.08 0.02 -0.05
H -1.454228 -2.413598 -4.817775 -0.01 -0.04 -0.08
H 0.638651 -2.692461 -3.530810 0.10 -0.04 -0.02
H 0.222346 -2.674429 0.209411 0.03 0.03 -0.03
H 1.982317 -2.473552 0.367023 -0.02 -0.05 -0.02
H 1.313508 -3.576407 -0.875045 0.00 0.06 0.01
```
Positions in Å, forces in eV/Å.

# C2H5ClFNO2S

C2H5ClFNO2S in the gas phase (ωB97M-V/def2-TZVPD, OMol25).

The multiplicity is 1. As for the SMILES: CCN(Cl)S(=O)(=O)F. The calculation puts the highest occupied orbital energy at -0.3909 Eh. As for the calculated total energy: -33813.0236 eV.

```
13
Properties=species:S:1:pos:R:3:forces:R:3
C -0.738623 -1.269527 -1.028466 0.13 0.33 0.88
C -0.256310 -0.837882 0.437545 -0.98 -1.02 -1.28
N 0.881807 0.111891 0.254135 0.29 0.99 0.17
Cl 2.214830 -0.202036 1.300322 -0.06 0.22 0.11
S 0.369301 1.737401 0.313458 -2.96 2.42 0.30
O -0.091562 2.173817 1.641289 1.81 -1.12 -2.58
O -0.589430 1.951211 -0.785951 2.73 -0.94 2.05
F 1.725085 2.594864 -0.043481 -1.79 -1.93 0.56
H -0.430354 -2.325072 -1.204721 -0.22 0.85 -0.09
H -1.847760 -1.186597 -1.098117 0.88 -0.07 -0.08
H -0.248265 -0.574780 -1.753430 -0.60 -0.77 0.46
H -1.108239 -0.412160 1.021123 0.89 -0.15 -0.29
H 0.119520 -1.761129 0.946293 -0.13 1.18 -0.21
```
Positions in Å, forces in eV/Å.

# C5H14

2 unconnected molecules or ions with the total composition C5H14 (ωB97M-V/def2-TZVPD, OMol25).

The multiplicity is 1. As for the SMILES: CCC.CC. The energy above the lowest of the compared OMol25 structures with the same formula, charge and spin comes out at 210.6 kJ/mol. The calculation puts the highest occupied orbital energy at -0.3966 Eh. As for the calculated total energy: -5409.8673 eV.

```
19
Properties=species:S:1:pos:R:3:forces:R:3
C -1.843560 1.321778 1.474994 -1.28 1.07 -3.34
C -1.122068 0.019752 1.567747 1.14 -1.07 -1.28
C -1.635099 -1.263145 0.878410 2.20 -2.47 1.04
H -2.908950 1.349839 1.754789 0.47 -0.39 0.52
H -1.381046 2.276324 1.795669 0.16 -0.94 0.20
H -1.952822 1.436368 0.325393 0.14 0.30 1.51
H -0.845157 -0.305427 2.514629 0.14 -0.01 2.20
H -0.141967 0.022904 1.053054 -0.22 1.14 0.43
H -1.497164 -2.172087 1.629830 0.25 1.72 -1.46
H -0.954368 -1.464653 -0.003262 -1.08 -0.08 0.82
H -2.618728 -1.483903 0.607680 -1.90 0.73 -0.66
C 2.707253 -0.315307 -1.739082 1.33 -2.83 2.27
C 1.516789 0.569503 -1.706896 -3.76 -4.55 -3.99
H 3.646841 0.145056 -1.702283 1.41 1.19 -0.33
H 2.699624 -0.838542 -0.720504 0.23 0.48 -1.08
H 2.872048 -1.199061 -2.410533 -1.04 1.09 -0.04
H 1.054709 0.672821 -2.813699 1.17 0.47 2.40
H 1.649741 1.477232 -1.220449 -0.14 1.37 1.03
H 0.753920 -0.249459 -1.285484 0.78 2.76 -0.27
```
Positions in Å, forces in eV/Å.

# C3H2Br2O

C3H2Br2O in the gas phase (ωB97M-V/def2-TZVPD, OMol25).

The multiplicity is 1. As for the SMILES: O=C(Br)/C=C/Br. The energy above the lowest of the compared OMol25 structures with the same formula, charge and spin comes out at 32.1 kJ/mol. The calculation puts the highest occupied orbital energy at -0.3691 Eh. As for the calculated total energy: -145274.4639 eV.

```
8
Properties=species:S:1:pos:R:3:forces:R:3
O 2.261090 -1.671385 0.263019 -1.18 -0.40 0.14
C 1.810441 -0.613737 0.080539 1.26 1.89 -0.43
Br 3.269911 0.781590 -0.619363 -0.77 -0.45 0.27
C 0.569454 0.190037 0.212934 -2.56 -0.58 0.23
C -0.700902 -0.201609 -0.100728 1.14 -2.74 -0.95
Br -2.161054 0.939963 -0.057427 -0.09 0.31 0.21
H 0.574067 1.197466 0.638347 0.96 -0.31 -0.38
H -1.047299 -1.253981 -0.513295 1.24 2.28 0.90
```
Positions in Å, forces in eV/Å.

Taking the records one at a time from the top gives molar mass values of 326.4; 161.6; 74.2; 213.9 g mol⁻¹.
Taking the records one at a time from the top gives lowest unoccupied orbital energy values of 0.739; 0.027; 1.032; -0.715 eV.